This record from the Open Molecules 2025 dataset describes a 2-piece molecular cluster, C5H16NO overall. The level of theory is ωB97M-V with the def2-TZVPD basis set.

Cartesian coordinates (Å):
C -0.56 -1.53 0.79
C -0.22 -0.13 0.57
C 0.97 0.18 -0.37
C 1.40 1.65 -0.61
C 0.29 2.83 -0.55
N 0.17 0.52 1.91
H -1.32 -1.69 1.57
H -0.94 -1.87 -0.26
H 0.41 -2.06 1.09
H -1.08 0.44 0.18
H 0.58 -0.14 -1.31
H 1.63 -0.74 -0.19
H 1.82 1.85 -1.59
H 2.29 1.94 0.05
H 0.96 3.58 -1.03
H -0.06 3.11 0.46
H -0.66 2.78 -1.19
H 0.53 -0.08 2.66
H 1.03 0.91 1.55
H -0.29 1.29 2.27
H -2.32 -2.77 -2.27
H -1.38 -3.84 -1.97
O -1.71 -3.05 -1.55

Charge ... +1
Frontier orbital gap ... 11.76 eV
LUMO ... -3.13 eV
HOMO energy ... -14.89 eV

Atomic partial charges in e from the Mulliken method, atoms 1 to 5: -1.129, 0.248, -1.047, -0.565, -0.998